DFT (ωB97M-V with the def2-TZVPD basis set) results for one molecule with the formula C17H25F3N4O3.

Cartesian coordinates (Å):
H  -2.79  1.06  -4.17
H  2.85  -1.71  3.37
C  0.34  1.55  -0.13
C  3.17  -1.97  -0.09
C  0.09  2.50  1.02
H  -0.39  -1.03  1.31
C  -4.11  -1.84  -0.33
N  -0.62  0.44  -0.22
H  3.96  -0.64  1.40
N  1.25  1.01  -4.09
H  1.37  1.18  -0.03
H  1.01  1.12  2.40
F  -1.07  3.35  3.55
H  -0.87  3.01  0.91
C  -0.21  -0.55  -1.24
C  0.08  1.69  2.31
O  -2.82  -1.24  -0.26
C  -2.30  0.55  -3.34
H  0.88  3.25  1.03
H  -2.64  -0.48  -3.33
O  0.49  -2.69  -0.44
N  1.37  0.36  -2.93
H  -4.17  -2.71  0.33
H  0.29  2.10  -1.07
H  2.35  -0.30  -1.10
H  -2.02  1.36  2.19
O  -3.19  -0.89  1.91
H  -1.08  -1.17  -1.42
H  4.01  -1.86  -0.78
F  1.09  3.39  3.60
H  -0.32  1.67  -5.37
H  -1.19  0.14  3.14
C  2.51  -1.92  2.36
C  0.84  -1.56  -0.72
C  0.13  0.12  -2.54
C  -1.05  -0.19  1.04
C  -1.11  0.75  2.25
H  -4.24  -2.14  -1.37
N  2.10  -1.09  -0.52
H  1.65  -1.28  2.16
H  2.81  -3.00  -0.17
C  -0.82  0.63  -3.46
C  -2.46  -0.81  0.95
C  0.02  2.57  3.53
H  -2.64  1.01  -2.41
H  -4.88  -1.13  -0.04
H  2.17  -2.96  2.32
C  -0.05  1.17  -4.46
H  4.48  -2.30  1.56
C  3.62  -1.68  1.34
F  0.01  1.85  4.67
H  2.07  1.29  -4.60

Properties
HOMO level	-8.67	eV
lowest unoccupied orbital energy	0.61	eV
net charge	0
relative energy (zero: lowest compared OMol25 entry of this formula, charge and spin)	10.7	kcal/mol


DFT (ωB97M-V with the def2-TZVPD basis set) results for one molecule with the formula C17H25F3N4O3.

Cartesian coordinates (Å):
H  -2.41  3.17  -2.24
C  -1.26  -0.11  -1.60
H  1.54  -1.73  2.51
H  0.02  -1.84  3.40
C  -2.32  3.17  -1.15
F  0.75  -0.28  5.35
C  0.92  -3.21  -1.70
H  1.56  1.98  2.14
H  0.78  -0.48  -1.76
H  -0.20  1.38  0.62
H  -1.34  2.78  -0.90
C  0.72  0.18  3.03
H  2.67  -2.11  -1.13
H  -3.52  0.87  -2.11
H  -4.41  2.77  -0.74
C  1.63  1.41  -0.45
H  -1.25  -1.05  1.52
C  1.42  0.34  4.36
C  1.46  0.91  1.92
H  3.29  3.35  -1.12
C  -0.14  -2.32  -1.39
H  -2.37  4.20  -0.79
N  -1.02  -4.21  -1.61
H  2.45  0.48  1.81
N  -2.21  0.17  -0.68
F  2.67  -0.18  4.34
C  0.71  0.77  0.58
F  1.54  1.63  4.71
C  -0.21  -1.37  1.33
C  -0.01  -0.86  -1.10
N  -1.31  -2.94  -1.35
C  0.56  -1.28  2.64
C  2.24  3.45  -1.42
H  2.57  -2.45  -2.85
H  -1.77  -4.88  -1.65
H  -2.10  -0.18  0.25
O  2.48  0.86  -1.09
C  2.37  -2.86  -1.86
H  -0.27  0.63  3.17
H  -3.33  2.33  0.57
O  1.40  2.73  -0.51
H  -0.28  -2.41  1.01
O  -1.33  0.23  -2.77
N  0.45  -0.62  0.27
H  1.93  4.49  -1.34
C  0.30  -4.42  -1.83
H  2.11  3.08  -2.43
H  -4.28  0.34  -0.61
H  3.00  -3.74  -1.73
H  0.68  -5.40  -2.07
C  -3.43  2.33  -0.52
C  -3.43  0.89  -1.02

Properties
HOMO level	-8.75	eV
lowest unoccupied orbital energy	0.69	eV
net charge	0
relative energy (zero: lowest compared OMol25 entry of this formula, charge and spin)	6.7	kcal/mol


DFT (ωB97M-V with the def2-TZVPD basis set) results for C17H25F3N4O7PdS3 as an isolated structure at a distorted geometry.

Cartesian coordinates (Å):
C  -2.51  -4.14  0.84
C  2.99  1.24  -0.79
C  0.79  -0.77  5.05
H  3.18  -0.03  -4.41
C  3.48  0.10  -3.37
H  -1.52  -1.18  3.41
N  1.86  0.68  -1.57
H  -4.09  -0.96  1.75
N  3.71  1.53  -3.15
H  1.54  -0.85  -2.96
C  -1.43  -0.85  2.38
C  -3.83  -0.18  2.46
Pd  0.22  -0.46  -0.39
H  5.03  1.19  -1.58
O  -3.12  1.26  -0.27
O  3.71  -0.95  1.96
O  1.77  -1.48  0.58
H  0.54  1.29  -3.06
H  2.77  -1.20  -1.74
C  2.47  2.26  -3.39
H  -3.08  -5.01  1.11
O  1.67  0.42  2.11
C  -1.61  -1.97  1.40
C  -1.00  -1.89  0.15
C  -2.06  1.43  3.03
C  -2.35  -3.10  1.74
H  3.37  0.47  -0.14
C  2.38  -0.43  -2.41
H  -4.48  0.68  2.33
H  4.31  2.79  -1.60
N  -0.13  -0.19  5.43
H  0.91  2.52  -1.86
F  -3.26  3.48  -2.25
H  -3.90  -0.56  3.48
S  2.14  -1.63  4.49
F  -3.47  1.53  -3.18
H  -2.15  1.16  4.09
H  -0.68  -2.89  -1.73
O  -1.05  2.55  -0.47
H  2.59  2.04  -0.17
H  2.66  3.32  -3.20
H  -2.02  -4.86  -1.12
C  4.10  1.73  -1.75
H  2.20  2.15  -4.44
C  -2.62  2.35  -2.58
H  -1.03  1.70  2.81
C  -1.16  -2.94  -0.75
H  -2.43  0.57  1.22
F  -1.64  2.65  -3.43
C  1.34  1.73  -2.47
S  -1.94  1.59  -1.05
H  -2.73  2.25  2.78
O  1.66  -1.91  2.94
S  2.30  -0.84  1.81
H  4.42  -0.43  -3.22
N  -2.44  0.25  2.21
H  -2.80  -3.17  2.72
O  -1.27  0.38  -1.60
H  -0.46  -0.38  2.25
C  -1.91  -4.05  -0.41

Properties
HOMO level	-8.32	eV
lowest unoccupied orbital energy	-0.10	eV
net charge	0
relative energy (zero: lowest compared OMol25 entry of this formula, charge and spin)	0.0	kcal/mol


DFT (ωB97M-V with the def2-TZVPD basis set) results for C17H25F5LiN6OS2SiTe as an isolated structure at a distorted geometry.

Cartesian coordinates (Å):
H  1.80  -4.92  1.79
H  2.38  -2.09  -1.20
F  -0.42  0.96  4.18
N  -5.10  0.54  -0.49
C  2.08  -3.60  0.17
Te  -0.67  -0.64  3.17
C  -0.49  -1.19  -3.94
H  2.82  0.78  -2.84
H  -1.07  -4.46  -4.66
H  -1.47  1.93  -0.34
H  -0.85  -4.58  -2.18
H  -0.53  3.39  -3.47
C  -0.81  2.33  -3.42
H  1.20  1.92  -0.06
H  -5.16  3.05  -1.13
H  1.66  -4.21  -0.61
H  -3.45  3.01  -1.60
H  3.47  -1.04  2.65
F  -1.83  -1.44  4.41
S  -2.35  -1.73  1.10
Li  -0.20  -0.37  0.21
C  2.17  -3.96  1.47
N  -4.59  -0.61  0.03
F  0.68  -1.14  4.42
H  -0.91  1.97  -4.44
C  -0.48  -2.50  -1.95
S  3.59  0.02  -0.05
C  2.01  1.19  -3.46
C  3.12  -1.79  1.96
C  -4.15  2.81  -0.79
O  0.44  -0.09  1.85
Si  0.47  1.36  -2.39
C  2.68  -3.01  2.38
H  2.33  2.17  -3.84
N  -1.77  1.34  0.42
H  2.69  -3.23  3.44
H  -0.42  -0.24  -4.46
C  -0.74  -2.33  -4.68
C  -0.74  -3.63  -2.70
H  1.78  3.10  -1.23
C  -3.31  -0.51  0.43
C  -0.34  -1.21  -2.53
H  1.86  0.52  -4.31
F  -2.28  0.43  2.87
H  -5.15  -1.44  0.10
C  3.07  -1.43  0.58
H  -3.89  3.45  0.05
C  0.92  2.50  -0.95
H  -1.81  2.27  -2.97
N  2.51  -2.37  -0.23
H  -1.78  1.79  1.33
H  0.13  3.21  -0.67
N  -0.10  -0.12  -1.75
C  -4.12  1.39  -0.39
C  -0.87  -3.58  -4.08
N  -3.01  0.78  0.15
H  -0.84  -2.24  -5.76
F  -0.35  -2.48  2.67
H  -0.40  -2.60  -0.88

Properties
HOMO level	-4.24	eV
lowest unoccupied orbital energy	2.07	eV
net charge	-1
relative energy (zero: lowest compared OMol25 entry of this formula, charge and spin)	4.1	kcal/mol


DFT (ωB97M-V with the def2-TZVPD basis set) results for C17H25IrN4S4Te4 as an isolated structure at a distorted geometry.

Cartesian coordinates (Å):
Te  -0.63  4.48  0.93
C  -8.63  -1.07  0.04
S  2.32  1.49  1.17
C  3.33  2.22  -2.27
H  2.05  -2.54  1.90
H  4.48  -1.95  -0.52
H  5.79  -1.06  0.26
C  3.88  -1.49  2.30
H  4.28  -0.47  2.19
C  4.81  -2.48  1.58
H  -6.63  -3.46  -1.25
N  1.92  0.41  -1.25
H  4.83  -0.21  -4.31
C  5.29  -2.03  0.20
H  1.44  2.43  -1.24
Te  -0.73  1.36  4.08
C  -5.96  -1.66  -0.34
N  -4.05  0.09  0.23
C  -7.67  -0.17  0.47
H  2.12  -1.80  -0.23
H  5.69  -2.62  2.21
C  -8.28  -2.26  -0.57
C  -6.93  -2.54  -0.77
H  1.86  -0.39  -1.85
H  4.32  -3.45  1.51
Te  0.40  3.56  5.10
S  -6.49  2.16  2.46
H  -9.03  -2.95  -0.91
S  -1.48  0.61  0.12
H  3.36  -0.51  -3.40
H  3.87  -1.72  3.36
H  4.87  -0.11  -2.54
Te  0.40  5.47  3.18
H  1.82  -0.90  2.50
Ir  -0.03  1.95  1.55
N  2.21  -1.08  0.46
C  3.93  1.60  -3.53
N  -5.25  0.41  0.71
H  1.31  1.63  -2.80
C  2.42  -1.52  1.84
C  -5.27  1.49  1.58
H  4.85  2.14  -3.76
H  6.01  -2.74  -0.20
H  -9.68  -0.83  0.20
C  -3.08  0.85  0.64
H  -7.99  0.75  0.93
H  3.25  1.76  -4.37
C  4.26  0.11  -3.43
S  -3.64  2.12  1.72
H  -4.92  -1.88  -0.49
H  3.99  2.05  -1.41
C  -6.32  -0.46  0.29
C  2.12  0.19  0.05
C  1.93  1.72  -1.91
H  3.26  3.30  -2.42

Properties
HOMO level (spin up / spin down)	-10.32 / -10.28	eV
<S²>	8.81
lowest unoccupied orbital energy (spin up / spin down)	-3.73 / -5.80	eV
net charge	+1
2S+1	6


DFT (ωB97M-V with the def2-TZVPD basis set) results for C17H25MnN5O2Se as an isolated structure.

Cartesian coordinates (Å):
H  -2.85  -2.12  -0.25
H  -3.20  2.81  -1.18
H  2.76  -3.45  -1.93
N  -1.45  1.00  -0.42
H  -0.81  -3.67  -2.67
C  -0.13  -2.50  -0.99
H  -0.15  3.40  1.34
N  -1.30  1.21  -1.78
C  2.35  -2.45  -1.78
H  -0.45  5.37  -0.09
C  -2.26  -2.67  0.48
H  -3.98  2.89  0.38
C  -0.79  -2.51  0.27
C  0.21  -2.46  1.29
H  2.00  -2.09  -2.74
Se  1.79  1.10  1.38
H  -2.79  2.10  2.19
C  1.27  -2.44  -0.75
H  2.95  4.18  -2.41
C  -0.04  -2.54  2.77
C  2.26  4.02  -1.59
H  -1.83  -2.29  -2.29
H  3.33  -3.40  1.17
C  1.56  2.65  0.28
C  2.81  -2.45  1.33
C  -2.37  1.66  0.25
N  -1.54  0.43  2.10
H  -0.68  0.85  2.43
H  -2.58  -3.72  0.41
C  -0.79  -2.63  -2.32
H  -2.57  -2.32  1.47
C  0.53  3.56  0.51
N  -2.43  1.37  1.58
Mn  0.24  -0.39  0.08
H  3.46  -1.66  0.98
C  0.36  4.68  -0.30
O  -2.02  1.96  -2.42
O  -0.37  0.57  -2.25
H  3.19  -1.81  -1.48
H  0.67  -1.94  3.33
H  0.04  -3.56  3.15
H  2.71  -2.32  2.41
N  -3.21  2.60  -0.20
C  2.42  2.90  -0.78
H  -0.29  -2.04  -3.09
H  1.10  5.78  -1.99
C  1.48  -2.44  0.66
C  1.23  4.91  -1.35
H  -2.01  -0.14  2.79
H  3.23  2.20  -0.98
H  -1.04  -2.19  3.03

Properties
HOMO level (spin up / spin down)	-6.33 / -7.43	eV
<S²>	8.76
lowest unoccupied orbital energy (spin up / spin down)	-0.40 / -0.39	eV
net charge	0
2S+1	6


DFT (ωB97M-V with the def2-TZVPD basis set) results for a 2-piece molecular cluster, C17H25N2O2 overall at a distorted geometry.

Cartesian coordinates (Å):
N  1.60  -1.56  0.71
C  5.80  -2.42  0.15
H  -1.39  5.78  -2.63
C  -0.76  3.76  -2.13
H  0.08  1.50  -1.10
C  -3.02  4.62  -1.73
H  0.74  -1.06  0.91
H  -2.06  4.53  -3.68
C  -0.96  1.74  -0.80
C  -2.13  -1.41  0.98
H  -4.74  -1.43  3.21
H  -4.41  -3.90  2.97
N  -1.50  2.83  -1.30
H  -3.61  2.55  -1.32
H  -1.20  -3.20  0.17
H  7.59  -3.00  1.18
C  -3.94  -1.82  2.57
C  6.65  -2.48  1.39
H  2.03  -0.59  -1.14
H  6.31  -1.88  -0.67
H  -3.24  0.14  2.04
C  -1.34  -0.50  0.19
H  6.15  -3.02  2.20
C  -1.65  0.85  0.05
C  -1.96  -2.82  0.86
H  -0.56  -0.92  -0.46
C  -1.79  4.77  -2.65
H  -2.99  3.39  0.10
C  3.68  -1.70  -0.48
C  -2.77  -3.70  1.58
C  -2.85  3.28  -0.99
C  -3.77  -3.21  2.43
O  3.76  -2.37  -1.48
H  2.84  0.07  0.36
C  2.47  -0.83  -0.16
H  -2.50  1.28  0.59
H  5.51  -3.42  -0.20
H  -3.03  5.42  -0.98
H  -0.23  3.23  -2.94
C  -3.12  -0.94  1.89
H  0.01  4.27  -1.52
H  6.92  -1.47  1.75
H  -3.97  4.66  -2.28
H  -2.64  -4.78  1.45
O  4.59  -1.67  0.49
H  1.42  -2.52  0.41

Properties
HOMO level	-11.97	eV
lowest unoccupied orbital energy	-4.85	eV
net charge	+1
relative energy (zero: lowest compared OMol25 entry of this formula, charge and spin)	30.0	kcal/mol


DFT (ωB97M-V with the def2-TZVPD basis set) results for one molecule with the formula C17H25N3 at a distorted geometry.

Cartesian coordinates (Å):
H  0.16  -2.63  0.72
C  1.72  0.97  0.31
H  -0.99  -2.42  -1.96
C  0.35  0.97  -1.66
H  -0.59  0.80  -3.54
C  1.26  -0.32  0.58
H  -1.89  2.91  -3.40
C  -2.54  -2.34  -0.47
C  1.66  -1.02  1.73
C  -2.50  -1.79  2.01
H  1.38  3.01  2.27
C  2.69  1.70  1.18
H  -1.43  -1.59  1.99
H  -4.97  -2.15  0.81
H  -2.40  -3.76  1.14
H  -4.69  -3.38  2.04
H  2.97  3.69  1.93
C  -1.45  2.48  -2.51
H  -1.04  -3.84  -0.88
H  -2.62  -1.25  -0.53
C  0.35  -0.91  -0.33
C  1.26  1.63  -0.83
C  -1.14  -2.76  -0.93
N  1.93  -1.64  2.66
H  -2.76  -2.16  3.00
H  2.02  4.81  0.16
H  0.50  3.96  0.41
H  3.63  1.79  0.64
H  -3.25  -2.76  -1.19
H  -1.14  3.29  -1.85
N  -0.08  -0.26  -1.40
H  2.88  1.15  2.10
C  1.78  3.02  -1.02
C  -2.91  -2.81  0.94
C  -4.42  -3.06  1.04
H  -2.20  1.89  -2.00
C  -0.25  1.60  -2.88
N  -0.08  -2.18  -0.15
H  -3.02  -0.85  1.85
H  1.29  3.53  -1.85
H  -4.73  -3.83  0.34
H  2.85  2.98  -1.25
H  0.50  2.19  -3.42
C  2.15  3.11  1.50
C  1.57  3.82  0.27

Properties
HOMO level	-8.04	eV
lowest unoccupied orbital energy	0.62	eV
net charge	0
relative energy (zero: lowest compared OMol25 entry of this formula, charge and spin)	0.0	kcal/mol